{"formula": "C40H51NO2SiZn", "method": "ωB97M-V with the def2-TZVPD basis set", "energy_ha": -3828.977063, "de_lowest_kj_mol": 0.0, "elements": ["Zn", "C", "C", "C", "C", "C", "C", "C", "N", "C", "C", "C", "C", "C", "C", "O", "C", "C", "C", "C", "C", "C", "C", "C", "C", "O", "C", "C", "C", "C", "C", "C", "H", "H", "H", "H", "H", "H", "H", "H", "H", "H", "H", "H", "H", "H", "H", "H", "H", "H", "H", "H", "H", "H", "H", "H", "H", "H", "H", "H", "H", "H", "H", "H", "H", "H", "H", "H", "H", "H", "H", "H", "C", "C", "C", "C", "C", "C", "Si", "C", "C", "C", "C", "C", "C", "H", "H", "H", "H", "H", "H", "H", "H", "H", "H", "H"], "xyz": [[0.9523, 0.8325, -0.6037], [-2.5473, -2.4212, 3.9802], [-2.9991, -0.9930, 4.3146], [-4.4769, -1.0364, 4.7021], [-2.1989, -0.4801, 5.5200], [-2.7389, -0.0833, 3.1132], [-1.4381, 0.0837, 2.6644], [-1.1313, 0.9055, 1.5831], [0.1705, 1.0674, 1.1051], [1.2705, 1.0971, 1.9890], [1.1651, 1.4666, 3.3290], [2.2835, 1.5758, 4.1391], [3.5278, 1.3008, 3.5757], [3.6959, 0.9718, 2.2336], [2.5520, 0.8854, 1.4227], [2.6648, 0.6519, 0.0907], [5.0886, 0.7405, 1.6384], [6.1927, 0.8491, 2.6931], [5.3783, 1.7990, 0.5621], [5.1739, -0.6658, 1.0267], [2.1896, 1.9784, 5.6117], [0.7714, 2.3931, 6.0061], [3.1210, 3.1669, 5.8904], [2.6119, 0.7923, 6.4892], [-2.1914, 1.5468, 0.9242], [-1.9096, 2.2798, -0.2131], [-3.5175, 1.3941, 1.3294], [-3.7567, 0.5810, 2.4389], [-4.6737, 2.0877, 0.5989], [-6.0269, 1.7677, 1.2431], [-4.7470, 1.6139, -0.8609], [-4.5034, 3.6131, 0.6539], [-2.7214, -3.0820, 4.8328], [-1.4847, -2.4584, 3.7374], [-3.1027, -2.8105, 3.1246], [-4.6067, -1.6936, 5.5641], [-5.0953, -1.4255, 3.8909], [-4.8502, -0.0479, 4.9774], [-2.3732, -1.1164, 6.3910], [-2.4945, 0.5401, 5.7742], [-1.1273, -0.4779, 5.3145], [-0.6205, -0.4360, 3.1462], [0.1848, 1.7053, 3.7155], [4.4027, 1.3629, 4.2066], [6.2311, 1.8434, 3.1429], [7.1575, 0.6631, 2.2169], [6.0667, 0.1131, 3.4895], [5.3529, 2.8003, 1.0002], [4.6459, 1.7488, -0.2411], [6.3749, 1.6406, 0.1408], [5.0102, -1.4229, 1.7969], [6.1676, -0.8267, 0.5993], [4.4302, -0.7999, 0.2449], [0.4188, 3.2334, 5.4034], [0.7592, 2.6985, 7.0547], [0.0636, 1.5702, 5.8921], [2.8388, 4.0249, 5.2769], [4.1621, 2.9270, 5.6737], [3.0567, 3.4602, 6.9415], [1.9585, -0.0649, 6.3135], [2.5553, 1.0578, 7.5482], [3.6353, 0.4837, 6.2697], [-4.7713, 0.4581, 2.7792], [-6.2470, 0.6991, 1.2183], [-6.8128, 2.2813, 0.6866], [-6.0759, 2.1086, 2.2788], [-4.9047, 0.5339, -0.9004], [-3.8385, 1.8507, -1.4098], [-5.5878, 2.0969, -1.3650], [-4.4293, 3.9499, 1.6904], [-5.3712, 4.0995, 0.2020], [-3.6193, 3.9488, 0.1164], [2.1400, 1.6463, -3.6221], [2.4327, 2.8680, -3.0333], [1.5534, 3.4465, -2.1278], [0.3455, 2.8293, -1.7920], [0.0294, 1.6107, -2.4479], [0.9356, 1.0174, -3.3387], [-0.8550, 3.5161, -0.4923], [0.0161, 4.2677, 0.9581], [1.3740, 4.0757, 1.2228], [1.9722, 4.6501, 2.3336], [1.2147, 5.4211, 3.2033], [-0.1388, 5.6150, 2.9644], [-0.7310, 5.0480, 1.8457], [2.8439, 1.1854, -4.3012], [3.3688, 3.3618, -3.2586], [1.8226, 4.3838, -1.6564], [-0.9473, 1.1618, -2.2883], [0.6803, 0.0814, -3.8192], [-1.6636, 4.5586, -1.1644], [1.9757, 3.4429, 0.5806], [3.0202, 4.4649, 2.5344], [1.6767, 5.8645, 4.0767], [-0.7318, 6.2085, 3.6486], [-1.7891, 5.2114, 1.6658]]}